Computed, not measured: one molecule with the formula C5H11NOS in a non-equilibrium geometry, with ωB97M-V/def2-TZVPD.

Each line ends with the Mulliken charge.
Positions of all 19 atoms, in Å:
C 0.74 1.73 -2.35  -1.198
C 0.25 2.09 -1.08  0.744
O 0.48 3.18 -0.56  -0.634
N -0.75 1.31 -0.43  -0.254
C -0.65 -0.16 -0.22  -0.612
C -0.61 -0.53 1.40  -0.626
C 0.27 -1.71 1.65  -0.799
S -0.14 -3.35 0.85  -0.207
H 1.44 0.96 -2.25  0.324
H -0.13 1.37 -2.85  0.352
H 1.19 2.50 -2.92  0.329
H -1.09 1.86 0.44  0.280
H -1.46 -0.60 -0.57  0.404
H 0.29 -0.75 -0.62  0.249
H -0.35 0.24 2.10  0.445
H -1.63 -0.83 1.58  0.327
H 1.27 -1.51 1.21  0.386
H 0.30 -1.85 2.81  0.355
H 0.59 -3.95 1.83  0.136

Orbital gap = 0.36810 hartree
Energy = -19734.87263 eV
LUMO = 0.7 eV
HOMO = -9.3 eV
SMILES string = CC(=O)NCCCS